DFT (ωB97M-V with the def2-TZVPD basis set) results for the ion C5H7Cl2N2O2S with charge +1 at a distorted geometry.

## Properties
E_LUMO ... -0.2194 Eh
Spin multiplicity ... 1
SMILES ... CC1=N[N+](C)=C(Cl)[C@@H]1S(=O)(=O)Cl
Kohn-Sham gap ... 8.88 eV
Total charge ... +1
HOMO level ... -14.9 eV
F_max ... 0.087 hartree/bohr

Last column: natural (NBO) charge in e.
Cartesian coordinates (Å):
S (0.843, 1.839, 0.079)  2.052
O (0.230, 2.677, -0.864)  -0.842
H (-0.972, 1.317, -2.618)  0.275
C (1.082, -0.664, 0.321)  0.283
N (-1.082, -0.817, 0.011)  -0.213
H (0.392, -2.659, 2.451)  0.273
C (-1.412, 0.540, -2.011)  -0.709
H (-0.568, -1.094, 2.790)  0.260
H (-2.260, 0.985, -1.625)  0.275
C (0.849, 0.112, -0.802)  -0.549
Cl (2.538, -0.848, 1.129)  0.209
Cl (2.728, 2.454, 0.395)  -0.081
H (1.407, 0.225, -1.690)  0.323
C (-0.692, -0.082, -0.948)  0.334
H (-1.243, -2.340, 1.795)  0.260
O (0.333, 1.619, 1.432)  -0.866
C (-0.327, -1.853, 2.027)  -0.454
H (-1.798, -0.261, -2.683)  0.279
N (-0.047, -1.151, 0.811)  -0.108

***

DFT (ωB97M-V with the def2-TZVPD basis set) results for the molecule C5H7Cl2NS at a distorted geometry.

## Properties
E_LUMO (alpha / beta) ... 0.0001 / -0.1374 Eh
Spin multiplicity ... 3
Kohn-Sham gap (alpha / beta) ... 4.15 / 5.73 eV
HOMO level (alpha / beta) ... -4.1 / -9.5 eV
F_max ... 0.181 hartree/bohr

Last column: natural (NBO) charge in e.
Cartesian coordinates (Å):
H (1.718, 1.398, 2.034)  0.253
C (-0.272, 0.668, -2.204)  -0.378
Cl (-1.275, 1.214, 2.165)  0.016
Cl (-1.928, 0.629, -2.786)  -0.112
H (-0.071, -2.024, -1.091)  0.266
C (-0.218, -0.053, -0.832)  0.011
H (1.267, 0.236, 3.253)  0.212
C (-0.049, 0.305, 1.385)  0.104
H (1.981, -0.476, 1.712)  0.223
N (0.127, 0.738, 0.054)  -0.556
H (0.116, 1.648, -2.224)  0.230
C (1.376, 0.352, 2.146)  -0.644
H (-1.533, -1.561, -1.294)  0.278
C (-0.759, -1.395, -0.617)  -0.688
S (-0.712, -1.685, 1.121)  0.595
H (0.233, 0.006, -2.820)  0.191